## A
# C2H5N3O2S

An isolated molecule of C2H5N3O2S (ωB97M-V with the def2-TZVPD basis set, the OMol25 dataset).

Geometry (Å):
C 0.839 -0.663 0.006
C -1.397 2.096 -0.040
H -2.303 -0.394 0.073
H -0.042 -2.481 1.130
H -1.070 3.002 -0.686
H -2.622 2.191 0.157
H 3.755 -0.734 -0.093
N -0.170 -1.578 0.357
N -0.782 0.898 0.192
N 2.019 -1.086 0.014
O 0.454 0.582 -0.301
O 2.963 -0.028 -0.386
S -1.642 -1.805 -0.422

Results
frontier orbital gap: 0.319 hartree
E_LUMO: 0.17 eV
charge: 0
spin multiplicity: 1
highest occupied orbital energy: -8.5 eV
structure (SMILES): C=NO/C(=N\O)NS



## B
# C2H5N3O2S

An isolated molecule of C2H5N3O2S (ωB97M-V with the def2-TZVPD basis set, the OMol25 dataset).

Geometry (Å):
C 1.455 -0.292 0.163
C -0.688 -1.006 0.728
H 0.397 2.155 0.930
H -0.550 1.436 -0.221
H 2.037 1.237 -1.045
H -1.111 -1.738 1.423
H -2.600 -0.961 -1.443
N 0.320 1.906 -0.061
N 1.315 0.947 -0.370
N -1.201 -0.558 -0.377
O 0.514 -0.555 1.146
O -2.440 -1.150 -0.527
S 2.552 -1.422 -0.346

Results
frontier orbital gap: 0.352 hartree
E_LUMO: 0.74 eV
charge: 0
spin multiplicity: 1
highest occupied orbital energy: -8.8 eV
structure (SMILES): NNC(=S)O/C=N/O



Result of the stability comparison: B is the most stable of them.



## A
# H9O5

A cluster of 5 separate species, H9O5 in total (ωB97M-V with the def2-TZVPD basis set, the OMol25 dataset).

Geometry (Å):
O -0.387 0.277 0.938
H -0.038 0.031 1.816
O -2.586 -1.178 1.353
H -2.400 -1.782 0.634
H -1.888 -0.478 1.202
O 0.710 -1.406 -0.712
H 0.184 -2.201 -0.459
H 0.357 -0.750 0.025
O 1.950 1.781 0.715
H 1.125 1.256 0.550
H 2.592 1.324 0.144
O -0.067 1.215 -2.362
H -0.389 0.976 -1.491
H 0.837 0.935 -2.354

Results
frontier orbital gap: 0.341 hartree
E_LUMO: 4.06 eV
charge: -1
spin multiplicity: 1
highest occupied orbital energy: -5.2 eV



## B
# H9O5

A cluster of 5 separate species, H9O5 in total (ωB97M-V with the def2-TZVPD basis set, the OMol25 dataset).

Geometry (Å):
O 0.963 1.138 -0.380
H 1.096 1.892 -0.940
O 0.953 -1.197 -1.547
H 0.948 -0.763 -2.421
H 1.113 -0.383 -0.978
O -1.488 0.949 0.342
H -1.478 -0.006 0.424
H -0.459 1.033 0.086
O 2.504 1.693 1.635
H 1.881 1.464 0.856
H 1.960 1.565 2.399
O -2.827 -2.639 0.120
H -2.227 -2.528 -0.638
H -3.481 -1.930 0.126

Results
frontier orbital gap: 0.334 hartree
E_LUMO: 3.85 eV
charge: -1
spin multiplicity: 1
highest occupied orbital energy: -5.2 eV



Result of the stability comparison: A is the most stable of them.



## A
# C5H11BrO

A structure of composition C5H11BrO (ωB97M-V with the def2-TZVPD basis set, the OMol25 dataset).

Geometry (Å):
C 0.598 1.400 0.432
C 0.187 0.291 -1.792
C -0.719 -1.123 1.633
C 0.318 0.106 -0.297
C -0.862 -0.646 0.234
O -0.710 -2.277 -0.577
Br -2.458 0.342 -0.312
H 1.444 1.242 1.027
H 0.637 2.143 -0.186
H -0.132 1.656 1.189
H -0.179 -0.586 -2.261
H -0.552 1.024 -2.048
H 1.013 0.633 -2.230
H 0.090 -0.638 2.117
H -0.415 -2.215 1.650
H -1.590 -1.039 2.203
H 1.266 -0.583 -0.255
H -1.580 -2.543 -0.725

Results
frontier orbital gap: 0.401 hartree
E_LUMO: 0.61 eV
charge: 0
spin multiplicity: 1
highest occupied orbital energy: -10.3 eV



## B
# C5H11BrO

A cluster of 2 separate species, C5H11BrO in total (ωB97M-V with the def2-TZVPD basis set, the OMol25 dataset).

Geometry (Å):
C -1.623 -0.668 0.222
C 0.555 -1.361 1.099
C 0.265 1.858 -1.146
C -0.113 -0.509 0.044
C 0.349 0.996 0.010
O 2.499 0.529 0.071
Br 0.205 1.923 1.592
H -2.293 -0.318 -0.652
H -1.824 -1.718 0.350
H -1.967 -0.107 1.108
H 1.665 -1.127 1.226
H -0.207 -1.163 1.915
H 0.274 -2.443 0.977
H -0.600 2.505 -1.133
H 0.400 1.317 -2.133
H 1.135 2.591 -1.130
H 0.330 -0.731 -0.919
H 2.675 1.475 0.326

Results
frontier orbital gap (alpha / beta): 0.337 / 0.337 hartree
E_LUMO (alpha / beta): -0.27 / -0.27 eV
charge: 0
spin multiplicity: 1
highest occupied orbital energy (alpha / beta): -9.4 / -9.4 eV



Result of the stability comparison: A is the most stable of them.



## A
# C3H9B

An isolated molecule of C3H9B (ωB97M-V with the def2-TZVPD basis set, the OMol25 dataset).

Geometry (Å):
B -0.701 -0.171 -0.442
C 1.978 0.502 0.123
C -2.539 0.117 0.269
C 1.153 -0.791 -0.133
H -2.458 1.135 0.449
H -0.635 0.380 -1.403
H 2.993 0.275 0.302
H 1.525 0.976 0.942
H 1.765 1.160 -0.708
H -3.359 -0.268 -0.353
H -2.471 -0.515 1.162
H 1.631 -1.417 -1.007
H 1.119 -1.382 0.801

Results
frontier orbital gap: 0.372 hartree
E_LUMO: 0.36 eV
charge: 0
spin multiplicity: 1
highest occupied orbital energy: -9.8 eV
structure (SMILES): CBCC



## B
# C3H9B

A cluster of 2 separate species, C3H9B in total (ωB97M-V with the def2-TZVPD basis set, the OMol25 dataset).

Geometry (Å):
B -0.169 -1.933 1.446
C 1.116 1.220 0.062
C -0.827 0.163 -1.209
C -0.318 0.725 0.040
H -0.030 -2.670 0.593
H -0.468 -2.117 2.531
H 1.707 0.410 0.389
H 1.381 2.121 0.755
H 1.395 1.567 -0.949
H -1.282 0.881 -1.914
H -0.086 -0.471 -1.651
H -1.554 -0.634 -1.098
H -0.864 0.737 1.003

Results
frontier orbital gap (alpha / beta): 0.272 / 0.274 hartree
E_LUMO (alpha / beta): -0.18 / 0.09 eV
charge: 0
spin multiplicity: 1
highest occupied orbital energy (alpha / beta): -7.6 / -7.4 eV



Result of the stability comparison: A is the most stable of them.



## A
# C2H3ClO2

A cluster of 2 separate species, C2H3ClO2 in total (ωB97M-V with the def2-TZVPD basis set, the OMol25 dataset).

Geometry (Å):
C -0.195 -0.215 0.560
C 1.041 0.046 -0.139
O -0.525 -0.641 1.603
O -1.425 0.294 -0.927
Cl -2.940 0.254 -0.339
H 1.146 0.887 -0.806
H 1.697 0.290 0.661
H 1.201 -0.914 -0.613

Results
frontier orbital gap: 0.340 hartree
E_LUMO: 0.15 eV
charge: 0
spin multiplicity: 1
highest occupied orbital energy: -9.1 eV



## B
# C2H3ClO2

A cluster of 2 separate species, C2H3ClO2 in total (ωB97M-V with the def2-TZVPD basis set, the OMol25 dataset).

Geometry (Å):
C -1.501 -0.590 0.275
C -0.235 -0.206 -0.136
O -2.142 -1.483 0.645
O -2.725 0.897 -0.223
Cl -4.160 0.130 -0.134
H -0.310 0.817 -0.551
H 0.547 -0.236 0.604
H -0.018 -1.035 -0.749

Results
frontier orbital gap: 0.340 hartree
E_LUMO: 0.30 eV
charge: 0
spin multiplicity: 1
highest occupied orbital energy: -9.0 eV



Result of the stability comparison: A is the most stable of them.



## A
# C2H3ClO2

A cluster of 2 separate species, C2H3ClO2 in total (ωB97M-V with the def2-TZVPD basis set, the OMol25 dataset).

Geometry (Å):
C 0.517 0.779 0.292
C -0.655 -0.028 -0.106
O -0.068 0.643 -1.052
O -0.049 -1.924 -0.093
Cl -2.270 0.063 0.418
H 0.242 1.772 0.735
H 1.471 0.386 0.290
H 0.812 -1.691 -0.484

Results
frontier orbital gap: 0.390 hartree
E_LUMO: 0.28 eV
charge: 0
spin multiplicity: 1
highest occupied orbital energy: -10.3 eV



## B
# C2H3ClO2

An isolated molecule of C2H3ClO2 (ωB97M-V with the def2-TZVPD basis set, the OMol25 dataset).

Geometry (Å):
C -0.896 -0.561 0.367
C 0.150 0.329 -0.148
O 0.385 -1.012 0.647
O 0.852 0.373 -1.247
Cl 0.460 1.825 0.731
H -1.394 -0.261 1.193
H -1.382 -1.122 -0.355
H 1.825 0.429 -1.187

Results
frontier orbital gap: 0.413 hartree
E_LUMO: 0.68 eV
charge: 0
spin multiplicity: 1
highest occupied orbital energy: -10.6 eV
structure (SMILES): O[C@@]1(Cl)CO1



Result of the stability comparison: B is the most stable of them.